# 1
Molecular formula: C7H31NO7
Method: DFT, ωB97M-V/def2-TZVPD

The geometry in XYZ format:
```
46
Properties=species:S:1:pos:R:3:mulliken_charge:R:1
O -0.2501 -1.2159 -0.1574 0.318
O 0.7555 -0.8186 2.4598 -0.628
O -1.7724 -3.4967 1.1678 -0.641
O -1.0540 -3.7947 -1.2418 -0.644
O 3.1141 -1.6023 0.2156 -0.643
O -0.7792 -1.4725 -3.1040 -0.722
O 1.2158 -3.2294 1.0273 -0.565
N 0.7392 1.4670 -0.7493 0.330
C -0.2984 2.4085 -1.2193 -0.751
C -1.3737 1.8064 0.9936 4.300
C 2.1888 1.7137 -1.1246 -0.393
C -1.5810 2.4092 -0.4121 -0.992
C -2.7795 1.2221 1.3077 -1.427
C 2.6582 0.3863 -1.6725 -0.522
C -0.9736 2.7455 2.0825 -1.631
H -0.4409 -1.1796 -2.2435 0.296
H -0.5847 1.9843 -2.2630 0.179
H -1.1804 -3.5096 0.3124 0.414
H 2.7682 2.0783 -0.2753 0.253
H -0.2420 -4.2893 -1.3615 0.303
H -0.6217 0.9742 0.9643 -3.322
H 3.6121 -0.7907 0.3708 0.324
H 0.0592 2.4050 2.2798 0.385
H -1.1566 -3.2521 -2.0277 0.319
H 0.7483 -0.1088 1.7593 0.304
H -3.6125 1.7959 0.9097 0.389
H -3.2278 1.4477 2.2833 0.365
H 2.2826 -1.6890 -0.2006 0.335
H 1.6545 -0.7297 2.8843 0.319
H 2.1565 -0.3834 -1.1419 -0.459
H -1.7964 -2.5853 1.4420 0.294
H 2.2326 0.4097 -2.7516 0.251
H -1.4216 2.5153 3.0497 0.379
H -2.0245 3.4284 -0.1524 0.424
H -1.3986 -0.7439 -3.0538 0.352
H -0.8114 -0.5973 0.3006 0.244
H 0.3924 0.4749 -1.0060 -0.298
H 0.2000 3.3761 -1.3777 0.511
H 2.0170 -3.7181 1.1152 0.245
H -0.0324 -2.0439 0.3285 -0.355
H -0.9170 3.8026 1.9083 0.303
H 0.9516 -2.8130 1.8561 0.315
H -2.3998 2.0566 -1.0368 0.415
H 3.6971 0.3284 -1.5465 0.464
H -2.8121 0.2106 0.8852 0.298
H 2.0986 2.6171 -1.7846 0.362
```

The calculation puts the frontier orbital gap at 8.92 eV. As for the SMILES: CCNCCC(C)C.O.O.O.O.O.O.O. The relative energy (zero: lowest compared OMol25 entry of this formula, charge and spin) is 106.8 kcal per mole. The calculation puts the HOMO energy at -0.3167 Ha. As for the LUMO energy: 0.30 eV.

---

# 2
Molecular formula: C4H6N2
Method: DFT, ωB97M-V/def2-TZVPD

The geometry in XYZ format:
```
12
Properties=species:S:1:pos:R:3:mulliken_charge:R:1
N -0.6157 0.4803 -1.8065 0.006
N 0.2918 -0.5243 -2.0022 -0.621
C 0.2309 -0.1592 1.6984 -1.112
C -0.7975 0.7142 -0.4669 -0.647
C -0.0228 -0.1552 0.2296 0.772
C 0.5974 -0.9367 -0.7949 -0.378
H -0.3598 1.3567 -2.2317 0.270
H 1.1115 0.4511 1.9359 0.237
H 0.4087 -1.1658 2.0790 0.331
H -0.6192 0.2739 2.2298 0.313
H 1.2687 -1.7774 -0.6639 0.421
H -1.4877 1.4933 -0.1705 0.408
```

The calculation puts the frontier orbital gap at 10.25 eV. As for the SMILES: Cc1cn[nH]c1. The relative energy (zero: lowest compared OMol25 entry of this formula, charge and spin) is 24.9 kcal per mole. The calculation puts the HOMO energy at -0.3397 Ha. As for the LUMO energy: 1.00 eV.

---

# 3
Molecular formula: C6H12
Method: DFT, ωB97M-V/def2-TZVPD

The geometry in XYZ format:
```
18
Properties=species:S:1:pos:R:3:mulliken_charge:R:1
C 1.0184 -0.0391 -0.5034 0.559
C 0.3203 1.2415 -0.0552 -0.958
C -1.2939 0.0487 -0.6278 0.015
C -2.4185 0.1133 0.3555 -1.249
C -0.2005 -0.9617 -0.3406 -0.777
C 2.2868 -0.4187 0.2497 -1.477
H -0.2266 -1.8338 -1.0050 0.343
H -3.0606 -0.7473 0.1127 0.339
H -0.2424 -1.3309 0.7029 0.256
H 2.0861 -0.5171 1.3244 0.338
H 2.6879 -1.3760 -0.1068 0.353
H -3.0374 1.0122 0.2592 0.340
H 0.1498 1.3154 1.0188 0.329
H 3.0676 0.3425 0.1223 0.373
H -2.1154 -0.0123 1.4099 0.327
H -0.8051 1.0954 -0.9362 0.277
H 0.6994 2.2005 -0.4500 0.380
H 1.2386 0.0527 -1.5770 0.233
```

The calculation puts the frontier orbital gap at 8.61 eV. The relative energy (zero: lowest compared OMol25 entry of this formula, charge and spin) is 96.8 kcal per mole. The calculation puts the HOMO energy at -0.2771 Ha. As for the LUMO energy: 1.07 eV.

---

# 4
Molecular formula: C4H20KO8
Method: DFT, ωB97M-V/def2-TZVPD

The geometry in XYZ format:
```
33
Properties=species:S:1:pos:R:3:mulliken_charge:R:1
K 0.7446 -0.3060 -0.9602 0.871
O -1.3084 -1.5510 -1.8332 -0.559
O -0.7064 1.8260 -1.8312 -0.548
O -2.9124 -3.1280 1.9408 -0.509
O -0.9244 -0.2180 1.0938 -0.327
O 0.6806 4.9000 -0.6042 -0.528
O 1.7876 -1.8420 1.2418 -0.485
O 2.5726 -2.2790 -2.0302 -0.588
O 2.3096 1.0010 1.0838 -0.530
C -1.9294 -1.0240 1.7468 -0.453
C -0.2224 2.6470 -0.8352 -0.158
C -1.7034 -2.4450 1.6158 0.058
C 0.2556 3.8940 -1.5622 -0.637
H -1.1364 0.7150 1.3818 0.211
H -2.9844 -2.9960 2.9018 0.344
H 1.4416 -2.5740 0.7318 0.254
H -0.7784 -1.6710 -2.6122 0.318
H 3.0096 0.3360 0.9868 0.265
H 1.0366 3.7260 -2.2342 0.363
H -1.5194 1.4560 -1.4762 0.345
H 3.3316 -2.0420 -2.5712 0.306
H 2.6036 -2.2490 1.5468 0.269
H -0.6074 4.3890 -2.0872 0.258
H -1.1394 2.8440 -0.3222 0.391
H -1.8554 -0.8060 2.8098 0.396
H 2.2296 1.2210 2.0208 0.281
H 2.8586 -3.0140 -1.4102 0.299
H 1.1026 5.5770 -1.0912 0.298
H 0.4816 2.2690 -0.0702 0.170
H -1.2924 -2.4480 -1.5282 0.289
H -0.7594 -2.8990 1.9898 0.141
H -1.7064 -2.5660 0.5558 -0.130
H -2.9604 -0.7420 1.4128 0.329
```

The calculation puts the frontier orbital gap at 9.50 eV. The relative energy (zero: lowest compared OMol25 entry of this formula, charge and spin) is 19.3 kcal per mole. The calculation puts the HOMO energy at -0.4706 Ha. As for the LUMO energy: -3.31 eV. As for the charge: +1.

---

# 5
Molecular formula: C21H63HfN11O8P3
Method: DFT, ωB97M-V/def2-TZVPD

The geometry in XYZ format:
```
107
Properties=species:S:1:pos:R:3:mulliken_charge:R:1
Hf -0.8684 -0.4522 -2.0954 1.329
P -3.6119 0.3025 0.5100 -0.190
P -0.3838 -3.5704 0.2857 -0.546
P 1.9821 1.9655 -3.0592 0.227
O 0.4985 0.3121 -0.2874 1.162
O 0.8600 5.1478 1.2656 -0.546
O 2.7043 5.5481 2.2837 -0.491
O 5.9153 0.1490 1.5544 -0.531
O 0.8470 0.9793 -2.8616 -1.179
O -0.6734 -2.3203 -0.5378 0.222
O -2.5088 -0.1880 -0.3778 -0.137
O 6.2361 -1.5320 2.8369 -0.514
N 1.2249 -3.9553 0.4804 0.443
N 2.8156 1.7618 -4.5299 0.229
N -4.4140 -0.8363 1.4629 0.566
N 3.2223 1.8232 -1.9141 0.578
N -3.0560 1.4732 1.6278 0.258
N 1.6271 5.0108 2.2102 0.922
N -4.9506 0.9634 -0.2819 0.307
N 5.5797 -0.5691 2.4761 0.953
N 1.5676 3.5953 -2.9614 0.310
N -1.0218 -3.5343 1.8615 0.851
N -1.0632 -4.9336 -0.3862 0.148
C 2.2905 -2.9551 0.2141 -1.020
C 4.3154 -0.2558 3.1355 -0.557
C 0.9540 4.3736 -4.0242 -0.987
C 1.1473 0.7008 0.9056 -0.540
C -0.9608 -4.6256 2.8915 -1.117
C -2.7359 2.8007 0.9774 -1.036
C 4.1934 2.8832 -1.6884 -1.326
C -2.4114 1.1346 2.8734 -0.779
C -4.4652 -2.2391 1.0438 -1.033
C 1.3107 4.0123 3.2927 -0.536
C 3.8641 2.6513 -5.0695 -1.203
C -5.9047 1.8071 0.4742 -1.225
C -5.3672 -0.4280 2.5025 -1.135
C -0.4180 -5.6566 -1.5237 -0.952
C 3.7864 0.5198 -1.5592 -1.409
C 2.8868 0.4705 -5.1790 -0.905
C 1.2236 4.0209 -1.5741 -1.198
C -5.1159 1.0891 -1.7041 -0.859
C 1.7616 -5.0835 1.2059 -1.093
C -1.1638 -2.1817 2.4328 -1.002
C -2.5383 -5.0149 -0.3454 -0.714
H -0.7083 -6.7049 -1.5576 0.333
H -2.8842 -5.9680 -0.7359 0.437
H -1.3326 0.9663 2.8166 -0.085
H 3.9303 2.6616 -6.1568 0.425
H 2.3297 -2.2965 1.0832 0.269
H 1.9160 -2.4664 -0.6866 0.109
H 1.1323 5.4349 -3.8635 0.307
H -6.7767 1.2147 0.7438 0.364
H -4.1158 -2.3026 0.0129 0.277
H 2.9811 -0.1918 -1.3657 0.325
H -2.6271 2.0184 3.4761 0.446
H 0.1461 4.0224 -1.4011 0.454
H 1.4276 5.0955 -1.5731 0.458
H -2.8206 0.2231 3.3041 0.311
H 3.1856 -0.1964 -4.3616 0.257
H -3.7005 -2.7311 1.6484 0.236
H 2.1749 0.3276 0.9225 0.084
H 4.3154 -0.2988 4.2237 0.382
H 1.8965 -4.6278 2.1935 0.364
H -5.0469 2.1356 -2.0210 0.383
H -1.6392 -4.4423 3.7192 0.352
H -0.7114 -5.1665 -2.4551 0.325
H 1.0573 -5.8947 1.3807 0.324
H -5.5502 2.1836 1.4328 0.382
H 0.6704 -5.6376 -1.4952 0.311
H -5.5803 -1.1880 3.2564 0.406
H -4.2796 0.6396 -2.2456 0.042
H -2.9966 3.6057 1.6637 0.429
H -6.0861 0.7431 -2.0603 0.358
H -0.1085 4.1223 -4.0756 0.331
H 3.9183 3.8828 -2.0177 0.421
H 4.5630 2.8803 -0.6623 0.423
H 2.0311 4.1425 4.0985 0.344
H 1.9235 0.1321 -5.5681 0.216
H -2.9156 -4.1587 -0.9089 0.129
H 2.7069 -5.3827 0.7599 0.359
H 4.6953 0.5749 -0.9652 0.497
H -1.0067 -5.6109 2.4299 0.316
H 3.6960 -1.1023 2.8328 0.070
H 0.7201 0.3040 1.8307 0.305
H -2.1718 -2.1545 2.8581 0.309
H -0.5576 -2.0922 3.3373 0.400
H 1.1873 1.7820 1.0457 -0.086
H -1.1283 -1.3923 1.6859 -0.094
H 5.0904 2.6784 -2.2827 0.445
H 0.0892 -4.6009 3.1872 0.354
H 1.3462 4.0982 -5.0033 0.365
H -3.3835 2.8945 0.1061 0.336
H 3.7115 3.6940 -4.7904 0.361
H 1.9513 3.6369 -0.8670 0.228
H -6.3263 -0.1826 2.0580 0.281
H 1.4892 2.9933 2.9589 0.075
H -2.7466 -4.9015 0.7169 0.208
H 3.6431 0.3154 -5.9440 0.401
H -6.2785 2.6999 -0.0282 0.406
H 4.8353 2.3209 -4.6964 0.375
H 4.1815 0.0321 -2.4622 0.330
H -5.4510 -2.6389 1.2691 0.463
H 0.3224 4.1875 3.7101 0.277
H -1.6937 2.9051 0.6727 0.221
H -4.9177 0.3695 3.0913 0.387
H 3.8635 0.6998 2.8855 0.227
H 3.2324 -3.4516 -0.0050 0.512
```

The calculation puts the frontier orbital gap at 3.34 eV. The relative energy (zero: lowest compared OMol25 entry of this formula, charge and spin) is 173.5 kcal per mole. The calculation puts the HOMO energy at -0.5690 Ha. As for the LUMO energy: -12.15 eV. As for the charge: +3.